[1]
70
Properties=species:S:1:pos:R:3:forces:R:3 method="wB97M-V/def2-TZVPD" e_lumo_ev=-2.72 charge=0 homo_ev=-9.6 e_tot_ev=-95121.76929
O 4.848425 -0.561050 0.922772 0.1 0.4 0.6
V 4.305805 -0.380410 2.389105 -4.3 -0.8 -0.9
O 4.220870 -1.836797 2.986291 0.5 1.1 -0.1
C 1.288448 1.396142 0.380032 0.0 -0.2 0.4
C 1.312758 0.157016 1.295470 -0.1 0.6 -1.5
C 1.547130 -1.056692 0.405276 -0.3 -0.6 0.7
O 2.257539 0.256346 2.310414 3.6 -0.7 0.9
H 0.555070 1.211839 -0.407926 -0.1 0.3 0.0
H 2.255154 1.561471 -0.105204 0.1 -0.1 0.1
H 1.017456 2.295645 0.932298 -0.1 0.0 -0.1
H 0.301693 0.111233 1.723287 0.2 -0.2 0.4
H 1.637494 -1.949403 1.030957 0.3 0.0 0.0
H 2.459534 -0.922231 -0.177840 -0.1 -0.1 -0.1
H 0.678013 -1.267039 -0.221344 0.1 0.3 -0.3
C 0.288081 -3.322701 -2.876951 1.1 -0.2 -2.4
O 0.069878 -4.705949 -2.615201 -0.6 0.5 1.2
H 1.219634 -3.367078 -3.460376 0.1 0.9 0.1
H -0.442317 -2.962867 -3.599371 -0.3 -0.2 0.2
H 0.399548 -2.533186 -2.130834 -0.2 -0.7 0.8
H 0.844442 -5.002898 -2.129566 -0.1 -0.2 0.0
C -0.093986 -0.595870 4.968016 0.4 -1.3 2.1
O 1.240298 -0.125686 5.002104 0.0 0.7 -0.5
H -0.878593 -0.000017 4.502350 0.4 0.0 -0.6
H -0.070923 -1.668408 4.754109 -0.4 0.2 -1.0
H -0.372762 -0.684075 6.025981 -0.2 0.5 0.0
H 1.551792 -0.015153 4.090558 0.0 0.0 -0.1
O -3.984852 -1.824440 5.480492 0.5 0.2 0.1
S -3.563232 -2.141981 4.159027 -0.7 -1.2 -0.8
O -3.440852 -1.159729 3.129051 0.1 0.2 0.3
O -2.136367 -2.929857 4.290917 -1.2 0.2 0.5
C -1.656704 -3.722318 3.203038 1.0 0.6 -1.4
C -1.386209 -2.898687 1.942971 -1.5 0.2 -0.8
C -4.661323 -3.459629 3.518546 1.3 0.8 0.4
H -2.335243 -4.540471 2.963235 0.0 -0.1 0.3
H -0.676374 -4.117736 3.466953 -0.3 -0.2 0.8
H -0.889067 -1.944857 2.103845 0.4 -0.2 0.3
H -2.341705 -2.608131 1.494174 0.0 0.1 0.1
H -0.936701 -3.475286 1.132585 0.5 -0.2 0.4
H -4.459958 -4.292431 4.187460 -0.2 -0.3 -0.4
H -4.303000 -3.551560 2.496050 -0.2 -0.6 0.0
H -5.711683 -3.189042 3.522278 0.1 0.4 0.2
O -0.251143 -0.464857 -4.276068 0.0 -0.1 -0.3
S 0.499245 0.735923 -4.451837 -0.6 0.5 2.2
O 1.023614 1.116206 -5.720340 0.0 0.2 -0.1
O -0.449931 1.880483 -3.836404 0.4 -0.5 -0.3
C -0.115128 3.259800 -4.108615 0.1 0.0 -0.4
C -1.018852 3.774035 -5.211533 0.3 0.8 0.5
C 1.817335 0.757325 -3.237850 0.6 -0.4 -0.7
H 0.940972 3.350980 -4.376695 -0.1 -0.2 -0.3
H -0.191480 3.814421 -3.173623 -0.4 -0.2 0.0
H -0.913525 3.225721 -6.143742 0.1 0.0 0.0
H -0.718740 4.818156 -5.342760 -0.1 0.0 -0.4
H -2.065112 3.797473 -4.909589 0.0 -0.2 0.1
H 1.673379 0.265689 -2.279381 -0.9 -0.2 -0.2
H 2.138357 1.771540 -3.006746 0.1 0.1 -0.4
H 2.565357 0.174178 -3.780615 0.4 0.3 0.2
C -2.696714 0.931067 -1.322315 -0.7 -0.8 -0.4
N -2.927871 1.739698 -0.100481 0.4 0.3 1.3
O -2.426388 2.844041 -0.008612 0.1 0.1 -1.0
O -3.483107 1.215359 0.843740 -0.4 -0.5 -0.5
H -1.645377 0.663359 -1.314156 0.0 0.2 -0.3
H -3.028371 1.393491 -2.247603 0.5 0.8 0.2
H -3.315655 0.038172 -1.275471 0.2 -0.1 0.5
C 4.156805 4.295822 -0.642918 0.0 0.4 -0.6
N 2.689353 4.413135 -0.386540 0.6 0.6 -0.1
O 2.400498 4.999341 0.631091 -0.4 -0.3 0.2
O 1.922953 4.043157 -1.249265 -0.1 -0.2 0.0
H 4.484342 5.325846 -0.773446 0.1 0.0 0.2
H 4.323360 3.796421 -1.591765 -0.1 -0.4 0.2
H 4.654647 3.848004 0.208505 -0.1 -0.1 0.0



[2]
141
Properties=species:S:1:pos:R:3:forces:R:3 method="wB97M-V/def2-TZVPD" e_lumo_ev=-2.06 charge=+1 homo_ev=-10.0 relative_energy_kcal_mol=227.8 e_tot_ev=-109977.99843
C 5.804822 -1.289446 5.938228 1.2 0.7 -1.0
C 6.403328 -0.640111 4.607043 1.3 1.7 -3.1
C 7.576055 0.406360 4.664676 -1.0 -0.4 -3.0
C 8.169110 1.099292 3.404141 -2.8 -2.5 -0.6
C 7.620465 0.749130 1.994436 -1.8 -2.0 3.6
C 6.458892 -0.293150 1.924207 1.8 1.3 2.7
C 5.850363 -0.979664 3.205487 2.3 2.0 -0.4
C 4.617424 -1.998449 2.928925 1.0 1.4 0.1
C 3.538545 -1.164602 2.075610 -0.1 -0.5 0.2
O 3.393782 0.124602 2.717174 -1.5 -0.7 -1.4
C 2.199800 0.836213 2.234396 0.1 0.7 0.5
C 1.196422 1.070829 3.462183 0.6 0.1 0.6
N 2.047735 1.460602 4.650587 -1.3 -0.1 -0.5
C 1.564824 0.228816 0.898386 0.8 3.0 -0.6
N 1.192219 -1.243543 0.925727 0.8 0.1 1.5
C -0.212445 -1.427346 1.431888 -2.7 0.2 1.1
C -1.372586 -1.827022 0.428399 -1.3 0.1 0.9
O -2.128791 -0.598465 0.119884 0.2 -1.1 0.9
C -3.152451 -0.359507 1.105982 -0.2 1.7 -0.7
C -3.204695 1.235930 1.417623 1.2 -1.0 -0.1
F -1.952707 1.656254 2.008093 -2.4 -0.8 -1.5
F -3.378036 2.026946 0.255237 0.1 -1.5 2.6
C -4.330658 1.441175 2.545620 0.3 0.4 2.3
F -5.232240 0.347224 2.679509 2.0 2.4 -0.7
F -3.625438 1.505008 3.802246 -1.6 -0.2 -2.7
C -5.168719 2.800828 2.437824 -1.2 0.5 2.7
F -5.973190 2.861804 3.632787 1.9 -0.3 -2.6
F -4.307309 3.946330 2.528486 -1.9 -2.9 -0.9
C -6.194977 2.879399 1.208953 -1.1 0.9 -1.2
F -6.218349 1.725873 0.378985 0.3 1.9 2.0
F -7.546466 3.085205 1.651811 3.5 -0.6 -0.6
C 1.555699 -1.951655 -0.340150 0.6 -2.1 -2.0
C 1.386889 -1.237945 -1.747087 0.4 0.7 -1.2
C 0.139611 -0.335437 -2.067565 -0.7 0.1 -0.9
O 1.444706 -2.290897 -2.760473 -0.4 0.5 1.5
C 2.068829 -1.830990 2.043138 1.8 -2.2 1.9
C 2.105437 -3.465869 2.034145 -0.7 0.1 0.5
C 2.072559 -4.036862 3.567485 -0.4 -0.9 -0.8
C 0.659145 -4.772996 3.903980 0.1 0.0 0.6
C -0.408449 -3.801785 4.614528 -0.4 -0.6 -1.6
S -1.478763 -4.683667 5.883400 -2.3 1.7 4.5
O -0.676779 -5.403578 6.921435 -1.6 1.3 -3.8
O -2.399598 -3.626540 6.478313 2.5 -2.8 -2.3
O -2.511359 -5.723870 5.028246 1.4 1.3 0.8
H 4.708769 -0.982965 6.024245 1.5 -0.6 0.1
H 6.421766 -0.871065 6.821647 -1.2 -0.8 -1.4
H 5.970184 -2.421322 5.869008 -0.5 1.6 0.3
H 8.005360 0.708872 5.677651 -0.7 -0.6 -1.5
H 9.000014 1.883647 3.454027 -1.4 -1.4 0.2
H 8.042937 1.274280 1.069581 -0.9 -1.0 1.6
H 6.047717 -0.511034 0.876334 0.6 0.2 1.8
H 4.218331 -2.372322 3.936042 0.5 0.5 -1.6
H 5.022841 -2.849251 2.286262 -0.7 1.0 1.0
H 3.982788 -1.057379 1.012053 -0.8 -0.1 1.5
H 2.596936 1.886950 1.948570 -0.8 -1.7 0.3
H 0.570389 0.150675 3.735667 0.6 1.2 -0.7
H 0.509083 1.965485 3.258721 0.9 -1.5 0.0
H 2.304052 0.625984 5.201748 -0.2 0.8 -0.4
H 1.475140 2.105709 5.224394 0.7 -0.8 -0.2
H 0.665640 0.904702 0.629307 1.3 -1.5 0.5
H 2.358136 0.472016 0.091732 -1.4 -1.0 1.1
H -0.303147 -2.161091 2.322450 0.9 1.0 -1.7
H -0.518963 -0.409082 1.890918 0.5 -1.7 -0.8
H -2.137098 -2.483598 1.002974 1.6 0.7 -0.8
H -1.109342 -2.420349 -0.502333 -0.2 1.2 1.0
H -4.156329 -0.624024 0.625583 1.2 0.2 1.0
H -2.971163 -0.851999 2.122308 -0.3 0.5 -1.4
H -5.862593 3.775346 0.559521 -0.8 -1.5 1.0
H 0.999512 -2.962980 -0.426241 0.8 1.8 0.5
H 2.675196 -2.249320 -0.312038 -1.9 0.6 0.3
H 2.343457 -0.614208 -1.941432 -1.5 -1.0 0.4
H -0.767953 -1.017287 -2.298401 1.4 1.2 0.5
H 0.336302 0.226168 -3.059086 -0.2 -1.1 1.6
H -0.163345 0.458002 -1.309829 0.5 -1.2 -0.8
H 0.551380 -2.704179 -2.846456 0.7 0.6 0.0
H 1.625896 -1.625460 3.092514 0.4 0.3 -2.1
H 3.006384 -3.883367 1.470254 -1.3 0.7 0.8
H 1.154244 -3.910516 1.546769 1.6 0.9 0.6
H 2.861705 -4.859358 3.609679 -0.9 1.3 0.2
H 2.306409 -3.229096 4.342872 -0.3 -1.2 -1.1
H 0.837538 -5.670534 4.607892 -0.1 1.5 -1.1
H 0.183745 -5.201379 2.949440 0.8 0.6 1.4
H -1.162822 -3.440410 3.814567 1.0 -0.5 1.5
H 0.040766 -2.887326 5.125140 -0.7 -1.5 -0.3
H -3.449723 -5.499645 5.264267 1.2 0.1 0.0
O 0.089040 -1.393188 -5.245748 -0.3 0.9 -0.2
C -0.153283 -0.437318 -5.948867 0.0 -0.6 -0.1
O -0.735181 0.657829 -5.423561 0.2 -0.1 0.6
C -0.891863 1.905278 -6.116852 -0.2 0.2 -0.3
C -2.152268 1.908084 -6.956399 -0.1 -0.2 -0.1
C 0.100766 -0.484437 -7.429414 0.6 0.2 -0.2
H 0.001620 2.147175 -6.698834 -0.1 -0.1 0.0
H -0.972610 2.676059 -5.345635 0.1 -0.3 0.1
H -2.118189 1.143876 -7.735887 0.1 0.1 0.0
H -2.296230 2.880599 -7.433311 0.0 -0.1 0.1
H -3.024477 1.688060 -6.335709 0.1 0.1 0.0
H -0.751137 -0.953416 -7.924975 0.0 0.1 0.0
H 0.994613 -1.085456 -7.606682 -0.2 -0.1 0.1
H 0.295399 0.489187 -7.874827 -0.2 0.0 0.0
O -1.720849 -3.766192 -2.963543 0.2 -0.6 -0.1
C -1.695149 -4.497516 -3.934695 0.2 0.2 -0.1
O -1.633705 -5.829750 -3.772920 -0.3 0.3 0.6
C -1.788580 -6.784245 -4.834215 0.1 -0.2 -0.4
C -0.472736 -7.030635 -5.542267 0.2 0.2 0.0
C -1.636108 -3.930870 -5.325447 -0.6 0.0 -0.3
H -2.585501 -6.484503 -5.520006 0.1 0.1 0.1
H -2.122733 -7.712874 -4.364208 0.0 0.3 0.2
H -0.096327 -6.123015 -6.019270 -0.1 -0.1 -0.1
H -0.585247 -7.801466 -6.308491 0.0 0.1 0.1
H 0.289952 -7.352510 -4.828745 -0.1 -0.1 0.0
H -0.597995 -3.705338 -5.574089 -0.1 0.0 0.0
H -2.218865 -3.008322 -5.346707 0.3 0.0 0.2
H -2.065717 -4.579648 -6.086600 0.2 -0.1 0.0
O 7.711702 3.713264 1.532081 -0.6 0.3 -0.7
C 7.056027 4.379185 0.764622 0.7 0.0 0.4
O 6.104998 3.798211 0.005644 -0.3 -0.5 0.2
C 5.151981 4.517035 -0.788605 0.1 0.2 -0.2
C 5.721519 4.855584 -2.150600 0.2 0.1 -0.1
C 7.345618 5.841318 0.570690 -0.3 0.5 0.4
H 4.781038 5.397796 -0.257254 0.1 0.0 0.0
H 4.293510 3.851122 -0.913943 0.2 -0.1 0.2
H 6.589678 5.513186 -2.071325 -0.1 0.0 0.0
H 4.970122 5.350045 -2.771400 0.1 0.0 0.1
H 6.057210 3.948655 -2.659828 -0.1 0.0 0.1
H 8.150606 5.954163 -0.157489 -0.1 0.0 0.0
H 7.665699 6.258839 1.527007 0.2 -0.2 -0.2
H 6.481608 6.424636 0.257758 0.1 0.0 -0.2
O -11.098487 6.478482 -3.706907 0.7 -0.5 0.4
C -10.338808 6.126013 -2.836168 -0.7 0.4 -0.2
O -9.642261 4.978774 -2.968560 0.2 -0.2 -0.5
C -8.584112 4.567444 -2.094149 -0.1 -0.1 0.2
C -9.127921 3.838422 -0.882816 -0.2 0.1 0.0
C -10.221944 6.901849 -1.553625 0.5 0.5 0.1
H -7.945374 5.413492 -1.823929 -0.1 0.0 0.0
H -7.957280 3.883395 -2.673124 -0.2 0.1 -0.2
H -9.769610 4.484008 -0.279270 0.1 0.0 0.0
H -8.315440 3.477019 -0.253947 -0.2 0.1 -0.2
H -9.738407 2.986527 -1.192666 0.1 0.0 0.0
H -11.011938 6.586283 -0.870072 0.1 0.0 0.0
H -10.345870 7.962352 -1.780117 -0.2 -0.2 0.0
H -9.253300 6.805738 -1.066355 -0.1 -0.2 0.1



[3]
9
Properties=species:S:1:pos:R:3:forces:R:3 method="wB97M-V/def2-TZVPD" e_lumo_ev=0.66 charge=0 homo_ev=-9.9 relative_energy_kcal_mol=51.6 smiles=C#CCl.CBr e_tot_ev=-85737.95775
C -0.116804 2.183600 -2.330341 0.1 -2.9 -1.5
C -0.072180 1.102390 -2.853202 0.2 0.1 0.1
Cl 0.107749 -0.403926 -3.520750 -0.1 0.5 0.1
H -0.190084 3.001315 -1.745643 -0.2 2.3 1.3
C -1.450963 -0.582141 0.667176 -0.9 -3.0 -0.2
Br -0.519579 1.007831 1.149558 -0.1 0.0 0.2
H -2.402572 -0.426569 0.121760 0.7 0.6 0.2
H -0.798374 -1.225691 -0.011063 -0.7 1.0 1.0
H -1.786462 -1.249772 1.553942 1.0 1.4 -1.1



[4]
60
Properties=species:S:1:pos:R:3:forces:R:3 method="wB97M-V/def2-TZVPD" e_lumo_ev=0.05 charge=0 homo_ev=-9.5 relative_energy_kcal_mol=57.2 smiles="O=C(O)CCCCCCCCc1cn(Cc2ccc(C(=O)c3ccccc3)cc2)nn1" e_tot_ev=-37009.20922
O 1.859300 0.374286 -1.747093 -0.3 -0.1 0.0
C 3.027633 0.203293 -2.009846 -0.1 -0.2 -0.3
O 3.978419 1.061137 -1.691774 0.5 0.4 0.1
C 3.556320 -1.044422 -2.681514 -0.1 0.0 0.1
C 3.693992 -2.161239 -1.634618 0.2 0.2 0.0
C 4.871491 -1.916955 -0.691582 -0.1 -0.3 0.1
C 4.908769 -2.878561 0.497753 -0.1 0.1 -0.1
C 3.818837 -2.665038 1.553591 0.2 0.0 0.1
C 3.848415 -1.272146 2.200095 -0.3 -0.1 -0.1
C 2.806921 -0.329667 1.598926 0.4 0.1 0.2
C 3.044223 1.136978 1.982746 -0.2 -0.2 -0.1
C 2.190347 2.020543 1.146543 -0.6 0.2 0.4
C 0.846132 2.316456 1.229740 0.6 -0.1 0.0
N 0.602828 3.102224 0.156815 0.5 -0.4 0.6
C -0.653090 3.643068 -0.279360 -0.5 0.3 -0.3
C -1.667015 2.556182 -0.542835 -0.1 0.0 0.0
C -1.283819 1.367741 -1.155828 0.0 0.1 0.0
C -2.224334 0.387494 -1.405069 -0.1 0.0 0.0
C -3.555199 0.566701 -1.033762 0.3 0.2 -0.1
C -4.539096 -0.503019 -1.343730 0.0 -0.1 -0.1
O -4.425727 -1.207294 -2.326119 0.0 0.1 0.1
C -5.671021 -0.667229 -0.394560 -0.4 -0.2 0.1
C -5.520949 -0.452154 0.973685 0.0 0.0 -0.2
C -6.591586 -0.649341 1.826303 -0.1 0.0 0.1
C -7.818561 -1.052435 1.323778 0.0 0.0 0.0
C -7.971264 -1.278823 -0.034850 -0.1 0.0 0.0
C -6.900130 -1.098397 -0.888794 0.1 0.1 0.0
C -3.937428 1.763061 -0.431282 0.0 -0.2 -0.1
C -2.997689 2.747082 -0.190550 0.2 0.1 0.0
N 1.707781 3.278792 -0.536843 -0.3 0.7 -0.9
N 2.661458 2.641070 0.041608 0.2 0.0 0.2
H 3.612306 1.819035 -1.147081 0.0 -0.4 -0.1
H 2.843248 -1.349939 -3.447813 0.0 0.1 0.0
H 4.523217 -0.830624 -3.135641 0.0 0.0 -0.1
H 3.835235 -3.114522 -2.148487 0.0 0.0 0.0
H 2.759967 -2.224074 -1.073303 -0.1 -0.1 0.0
H 5.797480 -2.036464 -1.260078 0.0 0.1 0.0
H 4.851753 -0.889189 -0.330567 0.1 0.1 0.0
H 5.880611 -2.778623 0.987973 0.0 -0.1 0.0
H 4.834862 -3.903832 0.125711 0.1 -0.1 0.0
H 2.835316 -2.839236 1.114743 -0.1 -0.1 0.0
H 3.962515 -3.424981 2.325052 -0.1 0.0 0.0
H 4.844113 -0.841138 2.076613 0.1 0.1 0.0
H 3.666064 -1.357094 3.273709 0.1 0.0 0.0
H 2.828330 -0.406688 0.513889 -0.1 0.0 -0.1
H 1.807776 -0.630892 1.922925 -0.1 0.0 -0.1
H 2.825624 1.290447 3.041637 0.1 0.0 0.0
H 4.088298 1.397353 1.799067 0.0 0.0 0.1
H 0.086181 2.038453 1.928208 -0.2 -0.1 0.1
H -1.034022 4.343623 0.472171 0.1 -0.1 -0.1
H -0.443327 4.196223 -1.200886 0.0 0.0 0.2
H -0.255371 1.202415 -1.440841 0.2 0.0 0.0
H -1.936930 -0.534244 -1.887224 0.0 -0.1 -0.1
H -4.560665 -0.154800 1.369530 0.0 0.1 0.0
H -6.469757 -0.488868 2.887550 0.0 0.0 0.1
H -8.653676 -1.197369 1.993157 -0.1 0.0 0.1
H -8.924741 -1.601695 -0.425657 -0.1 0.0 0.0
H -6.996790 -1.279312 -1.948991 0.0 0.0 -0.1
H -4.971756 1.931350 -0.169509 -0.1 0.0 0.1
H -3.301809 3.675321 0.272561 0.0 0.1 0.1